# 1
Below is a structure of composition C40H67IrN5OPSSb2, with properties calculated with ωB97M-V with the def2-TZVPD basis set.

Each line ends with the Mulliken charge.
Atoms and positions in Å:
Ir  -0.68615  0.45867  -0.14337  1.723
O  -1.00679  2.18754  1.15998  -0.633
N  -1.71780  3.16701  0.61690  0.331
C  -2.30742  4.05761  1.44763  -0.235
C  -2.98375  5.13401  0.94758  -0.918
C  -3.06959  5.29673  -0.44119  -0.382
C  -2.48512  4.37168  -1.26751  -0.688
C  -1.79026  3.27384  -0.73372  0.574
S  -1.06443  2.06048  -1.73383  -0.693
H  -2.17894  3.84065  2.49663  0.533
H  -3.43225  5.83998  1.62896  0.476
H  -3.59983  6.13951  -0.86078  0.428
H  -2.54292  4.45357  -2.34251  0.508
C  4.04452  4.57098  0.37665  -1.429
Sb  2.48533  3.12730  0.00463  0.650
C  2.27903  2.57813  2.07502  -1.044
C  3.44300  1.34424  -1.19869  -1.292
C  4.27096  -0.30883  0.51120  1.924
C  5.15178  0.28354  1.59381  -0.955
C  5.96568  -0.44427  2.35342  -1.132
C  6.09820  -1.88015  2.14804  -0.688
C  5.45259  -2.50872  1.15151  -1.228
C  4.58422  -1.79847  0.23282  1.731
C  4.01372  -2.42892  -0.82097  -2.632
Sb  1.21561  -3.20718  0.28367  1.053
C  2.00918  -4.77451  -0.91514  -1.434
C  2.19440  -3.72211  2.08173  -1.407
H  4.76048  4.23762  1.12374  0.416
H  3.53798  5.45912  0.74991  0.427
H  4.57179  4.83154  -0.53840  0.364
H  3.16694  2.11606  2.49959  0.377
H  1.43926  1.89803  2.18291  -0.055
H  2.06491  3.50734  2.60085  0.589
H  3.78661  1.94228  -2.03341  0.873
H  2.50725  -0.35928  -1.99983  0.095
H  5.05352  1.35194  1.71962  0.598
H  6.55864  0.02638  3.12504  0.517
H  6.75460  -2.43668  2.80265  0.439
H  5.59912  -3.56680  0.97264  0.508
H  4.20464  -3.47859  -1.00031  0.628
H  3.40358  -1.90733  -1.54604  0.288
H  2.96708  -5.10209  -0.52225  0.388
H  2.13102  -4.42356  -1.93725  0.421
H  1.31009  -5.61508  -0.91345  0.473
H  2.98016  -4.44703  1.88915  0.452
H  1.47045  -4.13957  2.78533  0.525
H  2.61723  -2.80625  2.49957  0.362
C  6.88658  2.43953  -0.28828  -1.197
C  6.62241  1.65160  -1.56336  0.620
C  6.11696  2.56667  -2.68008  -1.530
C  5.77778  0.39531  -1.30861  -1.063
N  4.47238  0.51766  -0.65889  1.096
C  2.19216  0.57997  -1.51971  -1.570
N  1.34394  0.22752  -0.39633  1.276
N  1.82359  -0.28432  0.75040  -0.813
N  2.98021  -0.45414  1.16906  -0.422
H  7.55427  3.27790  -0.48584  0.506
H  7.34725  1.81370  0.47673  0.333
H  5.95556  2.83752  0.10725  -0.129
H  7.58166  1.24339  -1.90233  0.386
H  5.35739  3.26350  -2.32389  0.211
H  5.70628  1.99971  -3.51702  0.356
H  6.93880  3.17031  -3.06458  0.455
H  6.38026  -0.26302  -0.67581  0.506
H  5.64144  -0.12376  -2.26909  0.287
H  1.58159  1.13043  -2.23722  0.350
C  -6.52201  1.68951  0.11579  -0.894
C  -5.87645  1.62433  -1.27668  -0.865
C  -4.41132  1.17615  -1.18992  0.211
C  -4.25373  0.15732  -0.06078  0.395
C  -4.42822  0.89674  1.27972  -0.702
C  -5.46985  2.02639  1.16739  -0.645
P  -2.62841  -0.71703  -0.11312  -1.294
C  -2.51298  -1.77069  1.39495  0.871
C  -3.78717  -2.54470  1.78070  -0.822
C  -3.71619  -3.00278  3.24782  -0.964
C  -2.27755  -3.32060  3.64245  -0.615
C  -1.42024  -2.04133  3.63591  -0.874
C  -1.93556  -1.02287  2.60562  -0.344
C  -2.71789  -1.94897  -1.49504  0.752
C  -2.07867  -1.39170  -2.78126  -0.301
C  -2.39843  -2.31394  -3.95415  -0.984
C  -3.90297  -2.28914  -4.27413  -0.911
C  -4.75170  -1.98398  -3.03192  -0.322
C  -4.11000  -2.57093  -1.77998  -1.166
H  -6.98117  0.72971  0.36674  0.296
H  -7.32124  2.43155  0.12411  0.534
H  -5.91802  2.60722  -1.75156  0.486
H  -6.43839  0.93662  -1.91315  0.251
H  -3.77769  2.02539  -0.96895  -0.900
H  -4.07781  0.78709  -2.15089  0.286
H  -5.03583  -0.60148  -0.17783  0.999
H  -3.46403  1.31317  1.58659  -0.138
H  -4.74084  0.19439  2.05531  0.412
H  -4.98266  2.96580  0.89607  0.013
H  -5.93964  2.18531  2.13940  0.524
H  -1.74124  -2.49897  1.09924  -0.208
H  -3.88716  -3.42019  1.13456  0.409
H  -4.67600  -1.93275  1.63260  0.103
H  -4.35280  -3.87747  3.38578  0.553
H  -4.10372  -2.22132  3.90519  0.307
H  -1.87204  -4.05645  2.93780  0.173
H  -2.24869  -3.78363  4.62916  0.527
H  -0.37816  -2.29238  3.41136  0.096
H  -1.43249  -1.58598  4.62703  0.481
H  -1.11834  -0.36059  2.29926  -0.081
H  -2.70185  -0.39011  3.05068  0.346
H  -2.05484  -2.74984  -1.13422  0.450
H  -1.00132  -1.30024  -2.63267  0.129
H  -2.44728  -0.38692  -2.99887  0.125
H  -2.08522  -3.33126  -3.69620  0.321
H  -1.82573  -2.01906  -4.83435  0.463
H  -4.19919  -3.25371  -4.69104  0.335
H  -4.10539  -1.53864  -5.04009  0.373
H  -5.75373  -2.39663  -3.15820  0.551
H  -4.87104  -0.90767  -2.91150  -0.241
H  -3.98055  -3.64649  -1.93526  0.599
H  -4.77526  -2.46615  -0.92445  0.415

Computed properties:
* relative energy (zero: lowest compared OMol25 entry of this formula, charge and spin): 172.3 kcal/mol
* total charge: +1
* multiplicity: 2
* orbital gap (spin up / spin down): 3.9 / 4.0 eV
* LUMO (spin up / spin down): -5.006 / -4.980 eV



# 2
Below is a cluster of 2 separate species, C4H7OP in total, with properties calculated with ωB97M-V with the def2-TZVPD basis set.

Each line ends with the Mulliken charge.
Atoms and positions in Å:
C  -0.52372  2.18572  0.53101  -0.710
C  -0.58251  0.97061  0.14679  0.107
C  -0.61531  -0.26553  -0.08980  0.030
C  -1.83277  -1.03660  0.27988  -1.049
H  -0.17788  2.31485  1.54999  0.222
H  -0.79928  3.10763  0.00953  0.256
H  0.29104  -0.69864  -0.49034  0.250
H  -2.20158  -1.99439  -0.30451  0.277
H  -1.70988  -1.55557  1.21047  0.282
H  -2.71432  -0.42985  0.38802  0.331
O  3.00590  0.39643  -2.41324  -0.356
P  3.56993  -0.02944  -1.15533  0.334
H  4.54757  0.88110  -0.65562  0.027

Computed properties:
* relative energy (zero: lowest compared OMol25 entry of this formula, charge and spin): 71.9 kcal/mol
* orbital gap: 8.5 eV
* LUMO: -0.984 eV
* SMILES string: C=C=CC.O=P



# 3
Below is a cluster of 25 separate species, C50H150O25 in total, with properties calculated with ωB97M-V with the def2-TZVPD basis set.

Each line ends with the Mulliken charge.
Atoms and positions in Å:
C  0.61809  4.59492  -7.17943  -1.242
C  1.95061  4.09367  -6.60680  -0.018
O  1.84404  2.70881  -6.24338  -0.379
H  0.76163  5.60548  -7.50958  0.380
H  -0.13344  4.52250  -6.40301  0.312
H  0.27584  4.05465  -8.07785  0.351
H  2.14586  4.60709  -5.63713  0.149
H  2.80811  4.23116  -7.24632  0.280
H  1.13738  2.25170  -6.71549  0.231
C  2.80862  2.92684  -2.95074  -0.467
C  3.38736  1.56050  -3.40174  -0.186
O  2.40960  0.46228  -3.04766  0.363
H  3.55898  3.72801  -3.07612  0.539
H  2.64676  2.87087  -1.87347  -0.437
H  1.93135  3.22768  -3.50951  0.189
H  4.29860  1.37933  -2.86436  0.032
H  3.53057  1.58460  -4.48298  0.486
H  2.27221  -0.09181  -3.81491  -0.081
C  -2.60867  5.27084  -2.15455  -0.297
C  -3.79029  5.95799  -2.78846  -0.434
O  -3.87404  5.29354  -4.05323  -0.464
H  -2.61710  5.39376  -1.08361  0.151
H  -1.67939  5.54822  -2.65297  0.332
H  -2.66723  4.21894  -2.22272  -0.241
H  -3.69021  7.03108  -2.87006  0.380
H  -4.66471  5.77833  -2.17499  0.272
H  -4.45927  5.79499  -4.62514  0.252
C  -1.51717  -4.44354  4.53559  -0.874
C  -0.71258  -5.55356  3.83896  -0.470
O  0.49531  -5.07719  3.27326  -0.316
H  -0.99320  -3.98889  5.36178  0.279
H  -2.45768  -4.84582  4.94973  0.411
H  -1.80028  -3.58951  3.84906  -0.015
H  -1.27734  -6.05354  3.07355  0.230
H  -0.50862  -6.43214  4.47229  0.466
H  0.40392  -5.10907  2.33256  0.184
C  -0.73168  7.04043  3.61746  -0.798
C  -1.59367  6.17146  4.59516  -0.099
O  -2.84833  5.97362  4.00998  -0.530
H  0.33283  7.26835  3.86748  0.355
H  -1.24646  7.96856  3.45062  0.335
H  -0.74099  6.65223  2.56958  0.026
H  -1.75218  6.74686  5.50763  0.360
H  -1.10350  5.23994  4.93197  0.096
H  -2.67862  5.46690  3.16437  0.276
C  -5.88227  -0.61285  3.84836  -1.135
C  -4.88192  -1.74444  3.51902  -0.119
O  -3.62240  -1.26174  3.52683  -0.116
H  -5.71462  0.21073  3.20830  0.122
H  -5.67119  -0.31916  4.90852  0.301
H  -6.92273  -0.99722  3.73251  0.373
H  -5.23906  -2.19229  2.57292  0.216
H  -4.92110  -2.54132  4.30749  0.251
H  -3.08841  -1.39673  2.72957  -0.015
C  7.57130  -1.81500  -3.42750  -1.408
C  6.82938  -1.35544  -2.16849  0.052
O  5.59588  -0.88222  -2.62032  -0.367
H  6.92561  -2.50275  -3.94809  0.287
H  8.56534  -2.31509  -3.26703  0.341
H  7.73609  -1.00980  -4.08353  0.370
H  7.34623  -0.57619  -1.64770  0.305
H  6.63073  -2.18891  -1.50582  0.136
H  4.87986  -0.99410  -1.97949  0.100
C  2.24791  3.08762  4.84572  -0.717
C  3.50966  3.33889  4.12144  -0.008
O  3.92783  2.18010  3.40475  -0.548
H  2.09950  3.89583  5.58029  0.488
H  2.41775  2.15104  5.48014  0.128
H  1.35041  2.98220  4.27908  -0.133
H  4.29219  3.59452  4.91279  0.423
H  3.39735  4.14774  3.43460  -0.071
H  4.85545  2.28952  3.19292  0.237
C  -5.06314  5.41284  1.54215  -1.193
C  -4.40249  4.16745  2.15361  -0.043
O  -3.06859  4.15770  1.69196  -0.237
H  -6.15610  5.42620  1.72168  0.399
H  -4.89001  5.44070  0.51907  0.088
H  -4.67909  6.26535  2.04245  0.321
H  -4.99497  3.24930  1.90322  0.245
H  -4.47780  4.12099  3.24648  0.280
H  -2.69280  3.26870  1.78316  0.177
C  3.59032  -3.75830  -2.23620  -1.454
C  2.16251  -3.67661  -1.62325  1.743
O  1.19484  -3.67377  -2.66794  -0.691
H  3.81270  -2.89238  -2.87048  0.332
H  3.57743  -4.61147  -2.94572  0.429
H  4.34712  -3.81874  -1.48121  0.224
H  2.02126  -2.77293  -1.02406  -0.680
H  1.87026  -4.54562  -1.00314  -0.324
H  1.48431  -3.01226  -3.29875  -0.003
C  -1.95538  -7.49663  -2.07764  -1.250
C  -1.27388  -6.31742  -2.67325  0.211
O  -0.53397  -5.62378  -1.66504  -0.348
H  -2.44819  -7.28534  -1.10789  0.227
H  -1.24701  -8.31897  -1.83077  0.263
H  -2.67247  -7.94221  -2.72015  0.440
H  -2.00371  -5.64931  -3.17887  -0.024
H  -0.59329  -6.65720  -3.53408  0.357
H  -0.01429  -4.90291  -2.13459  -0.086
C  3.40250  -3.98106  2.18067  -0.068
C  4.66455  -4.28678  1.41060  0.026
O  5.69259  -4.90933  2.16547  -0.620
H  3.02941  -4.88073  2.76211  0.194
H  2.58939  -3.58316  1.57827  -0.313
H  3.61861  -3.18842  2.91496  0.375
H  5.08795  -3.39458  0.92863  -0.017
H  4.40389  -5.00579  0.63472  0.094
H  5.84657  -4.36961  2.96383  0.355
C  4.49464  4.68838  0.81469  -0.360
C  5.99585  4.59355  0.91750  -0.557
O  6.31824  4.45139  2.31078  -0.476
H  4.16603  5.00647  -0.23277  0.300
H  4.15312  5.36871  1.58270  0.392
H  4.01813  3.72330  1.00282  -0.183
H  6.37964  5.52197  0.47564  0.435
H  6.37988  3.70805  0.35930  0.210
H  7.21055  4.68880  2.46327  0.262
C  -2.72569  -3.57437  -0.41802  -0.391
C  -1.90938  -3.13488  0.76608  0.814
O  -2.28930  -1.81431  1.24962  1.211
H  -2.38165  -4.53037  -0.72840  -0.064
H  -2.61101  -2.90095  -1.23415  -0.076
H  -3.74774  -3.71820  -0.03156  0.299
H  -0.81095  -3.14281  0.57476  -0.593
H  -2.05633  -3.79782  1.64081  -0.090
H  -1.66306  -1.19266  0.82496  -0.982
C  4.94771  0.44257  1.02324  -0.861
C  3.99979  0.67506  -0.22161  0.678
O  3.55705  -0.61946  -0.65805  1.292
H  5.64798  -0.36325  0.74024  0.332
H  4.36279  0.16551  1.89701  0.013
H  5.52244  1.36749  1.30801  -0.006
H  4.55379  1.22795  -0.94806  0.293
H  3.10928  1.29996  0.14086  -1.120
H  2.94192  -0.48001  -1.37572  -0.727
C  -4.11949  -3.23215  -5.33300  -1.363
C  -4.44675  -2.97458  -3.85291  -0.010
O  -3.96969  -1.67775  -3.51019  0.070
H  -4.74817  -2.59712  -5.94832  0.396
H  -4.38046  -4.28654  -5.59907  0.378
H  -3.12808  -2.97817  -5.54640  0.234
H  -3.93604  -3.74166  -3.31496  -0.058
H  -5.48997  -3.10536  -3.73701  0.463
H  -4.55595  -1.38841  -2.77171  0.123
C  -3.34228  1.47777  -4.56652  -0.105
C  -4.81568  1.32627  -4.92918  0.130
O  -5.40230  2.60844  -5.20435  -0.601
H  -2.72667  1.69819  -5.41044  0.538
H  -3.07832  0.48628  -4.13143  -0.181
H  -3.11905  2.29580  -3.82668  -0.404
H  -5.32901  0.88315  -4.06685  0.003
H  -4.92673  0.65450  -5.80346  0.232
H  -4.76079  3.27795  -4.82886  0.352
C  0.78739  -1.76195  2.82126  0.429
C  1.87000  -0.70110  3.09515  0.316
O  1.62978  0.52526  2.41442  1.678
H  0.73157  -1.96316  1.72987  -0.951
H  -0.18583  -1.43275  3.17053  -0.543
H  1.04683  -2.70653  3.32202  0.799
H  2.89363  -1.06223  2.88047  -0.086
H  1.71150  -0.53089  4.20887  -0.349
H  2.37101  1.07966  2.63951  -1.313
C  -2.29529  1.85587  4.48434  -1.523
C  -1.43698  1.41921  3.28208  2.068
O  -2.06573  1.73710  2.02370  1.128
H  -1.71924  1.60484  5.35173  0.527
H  -3.16938  1.19877  4.60959  0.039
H  -2.59931  2.90192  4.43052  0.248
H  -1.42759  0.34942  3.41127  -1.003
H  -0.43728  1.84500  3.32301  -0.893
H  -1.69269  1.21728  1.31627  -0.639
C  1.68483  -7.97809  0.07498  -1.217
C  0.65362  -7.24469  0.95105  -0.244
O  0.42783  -5.88869  0.72332  0.450
H  1.43051  -8.02779  -1.02720  0.147
H  1.87975  -8.97558  0.46217  0.441
H  2.66693  -7.46333  0.16115  0.209
H  0.87987  -7.35386  2.03683  0.389
H  -0.29300  -7.78372  0.80738  0.380
H  0.01802  -5.84523  -0.17242  -0.024
C  -4.87052  0.87565  -0.49782  0.425
C  -5.50536  -0.49473  -0.40870  -0.245
O  -5.83098  -0.99876  -1.72166  -0.606
H  -5.64021  1.52429  -0.87049  0.638
H  -3.99741  0.86408  -1.15223  -0.607
H  -4.47715  1.22159  0.47037  -0.283
H  -6.42161  -0.39456  0.18784  0.511
H  -4.81729  -1.20464  0.10986  -0.234
H  -6.68007  -0.60709  -1.92056  0.298
C  1.07246  4.94688  -0.21426  -1.006
C  0.41723  4.15355  0.91046  0.701
O  1.25217  2.99621  1.13061  0.970
H  1.34553  4.26474  -0.97627  -0.176
H  1.94288  5.50345  0.13779  0.245
H  0.29921  5.64333  -0.54047  0.441
H  -0.57250  3.78091  0.63818  -0.404
H  0.36399  4.78370  1.80861  0.095
H  0.88141  2.48177  1.84070  -1.320
C  -1.39594  0.86135  -1.71923  -0.067
C  -0.11308  0.45710  -0.92043  1.231
O  -0.47018  0.02315  0.40220  1.839
H  -1.83217  -0.07456  -2.06824  -0.337
H  -1.01812  1.52738  -2.54244  0.295
H  -2.06582  1.44263  -1.11843  -0.152
H  0.47503  1.37945  -0.81038  -0.550
H  0.54590  -0.29820  -1.34166  -0.343
H  0.30083  0.07432  1.04719  -1.499
C  -0.66225  -1.77097  -4.16972  0.860
C  0.31626  -1.10176  -5.07381  -0.391
O  1.66494  -1.61324  -4.95389  -0.638
H  -0.62203  -2.87484  -4.39225  0.272
H  -1.66508  -1.38138  -4.30366  -0.138
H  -0.24285  -1.64568  -3.17128  -0.944
H  0.32110  0.01238  -4.86561  0.146
H  0.00626  -1.29983  -6.10267  0.559
H  2.14436  -1.28425  -5.72169  0.269
C  -0.05265  -1.04309  6.44508  0.413
C  1.38468  -1.31000  6.90669  -0.318
O  2.04425  -0.12606  7.29708  -0.488
H  -0.49635  -1.95571  6.02983  -0.249
H  -0.07843  -0.34898  5.59068  -0.515
H  -0.63741  -0.47716  7.19008  0.476
H  1.95429  -1.71608  6.07599  0.094
H  1.36717  -2.10630  7.67603  0.467
H  2.48161  -0.25943  8.12585  0.274

Computed properties:
* relative energy (zero: lowest compared OMol25 entry of this formula, charge and spin): 61.4 kcal/mol
* orbital gap: 9.6 eV
* LUMO: 0.318 eV